Molecular formula: C3H8BaFOP
Method: DFT, the ωB97M-V functional and the def2-TZVPD basis

Last column: natural (NBO) charge in e.
Geometry (Å):
C (0.008, 1.527, 0.055)  -0.656
F (-1.301, -1.622, 2.014)  -0.583
P (0.267, -1.939, 1.963)  1.349
H (-1.003, 0.334, -1.366)  -0.002
O (0.444, -1.981, 0.314)  -0.776
H (-1.384, -0.159, 0.243)  0.319
H (0.663, -0.569, 2.103)  -0.182
H (-0.788, 2.266, 0.154)  0.255
C (-0.555, 0.174, -0.373)  -0.393
H (0.516, 1.465, 1.011)  0.312
H (1.542, -0.419, -0.481)  0.190
Ba (-0.236, 1.283, -2.898)  1.942
H (0.489, -1.322, -1.549)  0.161
C (0.557, -0.894, -0.534)  -0.068
H (0.783, 1.854, -0.655)  0.131

* total charge: +2
* highest occupied orbital energy: -16.05 eV
* LUMO level: -9.2 eV
* spin multiplicity: 1